Formula: C3H12N2O2
Source: the Open Molecules 2025 dataset
Level of theory: ωB97M-V/def2-TZVPD

```
! RIJCOSX wB97M-V def2-TZVPD def2/J DEFGRID3
* xyz 0 1
N -0.67546 1.65376 -0.51975
C 0.54878 1.31707 0.25477
C 0.49590 -0.11926 0.81679
N 1.15687 -0.09603 2.10506
C 0.83831 -1.23169 -0.11322
O -0.24560 -2.07276 -0.39847
H -1.58026 1.60517 -0.07532
H -0.58755 2.59147 -0.89696
H 1.41058 1.48510 -0.38158
H 0.59245 2.01165 1.09676
H -0.60976 -0.29979 1.04072
H 2.16100 -0.33253 2.03433
H 0.79214 -0.71233 2.82176
H 1.61457 -1.87894 0.37752
H 1.35797 -0.90045 -1.05238
H -0.78734 -1.81015 -1.15033
O -2.13958 -0.61502 -2.28725
H -1.48465 0.05250 -2.02285
H -2.85837 -0.64777 -1.64962
*
```

Properties
SMILES ... NC[C@H](N)CO.O
LUMO ... 0.879 eV
Maximum force ... 2.926 eV/A

Formula: C23H27BClI2N10O2W
Source: the Open Molecules 2025 dataset
Level of theory: ωB97M-V/def2-TZVPD

```
! RIJCOSX wB97M-V def2-TZVPD def2/J DEFGRID3
* xyz 2 2
W 0.45035 -0.30967 -1.26413
C 0.52132 2.28023 -4.04680
C 0.55372 2.68435 -2.61552
C 0.83841 3.97473 -2.19054
C 0.79038 3.94344 -0.81474
N 0.48500 2.70193 -0.43074
N 0.31899 1.89388 -1.53559
B 0.13996 2.13877 0.95504
N -1.20111 1.39514 0.74813
C -2.40720 1.71286 1.23045
C -3.32862 0.82589 0.72288
C -2.61467 -0.03104 -0.11056
C -3.24685 -1.14706 -0.86547
N -1.30908 0.33642 -0.10486
N 1.22078 1.08428 1.33877
C 2.08863 1.12917 2.35242
C 2.90470 0.01332 2.28330
C 2.48581 -0.68856 1.16184
C 3.04998 -1.95545 0.63137
N 1.45616 -0.02582 0.58865
N 0.03174 3.12811 2.07599
C -0.40028 2.86572 3.34481
C -0.10594 3.94575 4.12698
C 0.54233 4.85652 3.25308
C 1.08150 6.20289 3.56480
N 0.62739 4.34536 2.03644
H -0.50327 2.13271 -4.38946
H 1.09414 1.37295 -4.23719
H 0.95699 3.08652 -4.63248
H 1.04634 4.82277 -2.81504
H 0.93010 4.70427 -0.06845
H -2.52815 2.54449 1.89896
H -4.38375 0.79401 0.92289
H -3.70154 -0.77097 -1.78317
H -4.04487 -1.56502 -0.25337
H -2.55834 -1.94362 -1.13018
H 2.07092 1.94503 3.05336
H 3.70054 -0.25428 2.95284
H 3.96320 -2.18796 1.17413
H 3.29745 -1.87161 -0.42715
H 2.36433 -2.79128 0.78194
H -0.86853 1.93017 3.59716
H -0.32460 4.07785 5.16969
H 0.29881 6.84975 3.96248
H 1.49037 6.66019 2.66682
H 1.87085 6.13961 4.31515
I -1.05356 -0.67910 -3.49840
C -0.38237 -2.89668 -6.75974
I 0.35263 -4.06248 -5.40186
H -0.39599 -1.82766 -6.59051
H -0.73463 -3.30290 -7.69782
O 1.35015 -2.02413 -1.92058
N 0.95587 -3.20652 -1.55011
N 0.04326 -3.12089 -0.66267
O -0.36569 -1.89182 -0.31702
C -0.47731 -4.24446 0.04870
C -1.54533 -4.03791 0.91205
C -2.03569 -5.13316 1.60384
C -1.46543 -6.38903 1.42649
C -0.39153 -6.56203 0.55856
C 0.12157 -5.48563 -0.14244
H -1.97106 -3.05562 1.04547
H -2.86256 -5.00225 2.28590
H -1.85216 -7.23687 1.97387
H 0.05743 -7.53624 0.43815
H 0.97120 -5.60235 -0.79758
Cl 2.53680 0.32098 -2.14921
*
```

Properties
LUMO (alpha / beta) ... -9.414 / -9.415 eV
Maximum force ... 1.512 eV/A

Formula: C3H2F6O2S
Source: the Open Molecules 2025 dataset
Level of theory: ωB97M-V/def2-TZVPD

```
! RIJCOSX wB97M-V def2-TZVPD def2/J DEFGRID3
* xyz 0 1
C -0.81345 -0.86645 0.00049
C -1.83741 -1.88501 0.18695
C -2.40766 1.17341 -0.67654
O -0.23440 -0.12966 1.02626
O 1.16890 -0.04158 -1.24188
F -2.80502 -1.89166 -0.77164
F -2.40686 -1.59677 1.39497
F -1.32942 -3.17791 0.19548
F -2.05656 1.87936 0.45229
F -1.88078 1.78570 -1.70368
F -3.72298 1.09504 -0.73254
S 0.17459 -1.26729 -1.35365
H -0.88818 0.61310 1.31221
H 1.28670 0.09536 -0.32620
*
```

Properties
LUMO (alpha / beta) ... -0.837 / -0.936 eV
Maximum force ... 2.544 eV/A

Formula: C2H8OS
Source: the Open Molecules 2025 dataset
Level of theory: ωB97M-V/def2-TZVPD

```
! RIJCOSX wB97M-V def2-TZVPD def2/J DEFGRID3
* xyz 0 1
C -1.09879 1.14087 1.08526
S -1.17777 -0.59458 0.66969
C -0.75660 -0.75297 -1.04404
H -0.54591 1.56526 0.23558
H -2.08826 1.50513 1.34607
H -0.34540 1.45896 1.80973
H -1.31614 -0.02032 -1.64247
H -1.09814 -1.73468 -1.41207
H 0.30061 -0.86898 -1.27540
O 3.55130 0.42926 -0.96358
H 3.31050 1.34996 -1.02782
H 2.70795 0.02395 -1.16703
*
```

Properties
SMILES ... CSC.O
LUMO ... 0.652 eV
Maximum force ... 1.837 eV/A

Formula: Cl2FPS
Source: the Open Molecules 2025 dataset
Level of theory: ωB97M-V/def2-TZVPD

```
! RIJCOSX wB97M-V def2-TZVPD def2/J DEFGRID3
* xyz 0 3
F 0.08578 0.27101 -1.42310
P -0.05072 -0.12977 0.33180
S -1.07668 -1.71336 0.69784
Cl -0.78266 1.64018 0.86348
Cl 1.88251 -0.09859 0.77476
*
```

Properties
LUMO (alpha / beta) ... 0.185 / -4.450 eV
Maximum force ... 6.209 eV/A

Formula: C8H9IrN3O2S2Se3Te
Source: the Open Molecules 2025 dataset
Level of theory: ωB97M-V/def2-TZVPD

```
! RIJCOSX wB97M-V def2-TZVPD def2/J DEFGRID3
* xyz 0 2
Ir -0.65340 0.06460 0.55930
Se -1.47410 0.52270 -1.84710
Se -2.86020 -1.16950 -2.38840
Te -3.53020 -2.47210 -0.25020
Se -2.90740 -0.93570 1.52880
N -0.10340 0.46540 2.94560
N 1.00590 1.36040 2.89590
C 0.94090 2.32180 1.94930
N 2.07380 3.00340 1.73120
S -0.51980 2.72850 1.20550
H -0.90710 0.98260 3.30980
H 0.11560 -0.29200 3.58760
H 1.92850 0.85920 2.85920
H 2.93780 2.50210 1.89510
H 2.06550 3.67970 0.98540
O 3.08530 0.08470 1.91030
C 2.46250 -0.35720 0.92500
O 1.57600 0.30150 0.30630
C 2.80700 -1.71840 0.40580
C 4.14100 -2.10390 0.41720
C 4.54110 -3.30940 -0.13030
C 3.59540 -4.14050 -0.71470
C 2.26070 -3.79310 -0.70260
C 1.84340 -2.58750 -0.12790
S 0.12700 -2.32980 -0.01580
H 4.86170 -1.43820 0.86830
H 5.58340 -3.59460 -0.10950
H 3.90380 -5.06370 -1.18450
H 1.52220 -4.44780 -1.14160
*
```

Properties
LUMO (alpha / beta) ... -1.691 / -2.654 eV
Maximum force ... 2.265 eV/A

Record order is preserved below.
Energy relative to the best compared isomer or geometry (same formula, charge and spin): 1.346 1.979 1.140 0.808 0.564 2.397 eV